Formula: C19H29N3O4S
Source: the Open Molecules 2025 dataset
Level of theory: wB97M-V/def2-TZVPD

HOMO-LUMO gap	9.26	eV
LUMO level	0.169	eV
SMILES	CC(C)(CNC(=O)c1ccc(S(=O)(=O)N2CCCC2)cc1)N1CCOCC1
HOMO energy	-9.095	eV

Each line ends with the Löwdin charge.
Geometry (Å):
S 0.374806 -4.745447 1.224640  0.666
O 0.815195 1.798543 -4.796149  -0.126
O 0.155330 -5.214726 -0.111138  -0.281
O -0.293692 1.878803 2.326602  0.072
O 1.603064 -5.064655 1.888128  -0.279
N 0.825927 2.880769 -2.161320  -0.126
N -0.370529 1.883165 0.066129  0.084
N -0.854417 -5.369715 2.160837  -0.233
C 1.914615 1.634171 -3.933619  -0.189
C 0.749252 5.241243 -1.273741  -0.024
C -2.717967 -3.913814 2.478946  -0.148
C 0.850759 3.741038 -0.965825  -0.518
C -1.826197 -3.854051 3.732624  -0.147
C 2.047335 2.798761 -2.947514  -0.157
C -0.276905 3.121097 -3.082162  -0.159
C -0.349039 3.316267 -0.085234  -0.126
C -2.200697 -5.131594 1.691328  -0.187
C -0.107911 -0.210052 1.205774  -0.116
C 0.638050 -0.829253 2.205204  0.008
C 0.199442 -2.953585 1.212846  -0.259
C 0.801850 -2.202929 2.204340  -0.049
C -0.700466 -0.979784 0.208055  -0.009
C -0.547481 -2.355684 0.215576  -0.055
C -0.369132 1.940651 -4.052537  -0.193
C 2.125856 3.482959 -0.153590  -0.029
C -0.257342 1.279507 1.269223  -0.454
C -0.834869 -5.021390 3.564166  -0.186
H -2.800149 -6.019201 1.915164  0.126
H -0.203221 5.486265 -1.736757  0.078
H 2.305287 2.415860 -0.046727  0.089
H 2.797692 1.570492 -4.571179  0.127
H 2.009777 3.906961 0.840381  0.092
H 2.232810 3.725404 -3.516545  0.132
H -1.217389 3.203594 -2.539434  0.119
H 2.901376 2.599378 -2.304564  0.113
H -1.170362 2.099556 -4.776251  0.127
H -3.769122 -4.034405 2.733748  0.106
H -0.264846 3.752430 0.911925  0.128
H -0.567816 1.016182 -3.486560  0.122
H 1.401382 -2.701534 2.949352  0.118
H 0.837137 5.810305 -0.352438  0.089
H -2.177541 -4.988825 0.612977  0.109
H 0.186964 -4.784502 3.852887  0.108
H -1.301871 -0.512643 -0.557928  0.115
H 1.551705 5.544912 -1.942185  0.084
H -0.138608 1.382727 -0.780429  0.121
H 1.081264 -0.214923 2.974318  0.124
H -1.294825 3.653290 -0.521759  0.118
H -1.299766 -2.901749 3.784781  0.094
H -0.984203 -2.976222 -0.551168  0.116
H 1.806437 0.695967 -3.366772  0.128
H -2.614513 -3.002229 1.891070  0.093
H 2.992638 3.948248 -0.614994  0.082
H -1.165837 -5.894640 4.134391  0.125
H -0.123258 4.038806 -3.673241  0.131
H -2.405977 -3.969800 4.646346  0.106

Force components x, y, z for each atom (eV/Å):
S 0.0 -0.3 0.0
O 0.0 0.0 -0.1
O -0.3 0.2 0.0
O 0.1 0.0 0.3
O -0.1 0.3 0.3
N 0.1 0.0 -0.1
N -0.1 0.0 -0.2
N 1.0 0.2 -0.7
C 0.3 0.2 0.2
C 0.0 -0.4 0.0
C -0.1 0.0 0.0
C -0.1 0.1 0.4
C 0.0 0.0 0.1
C 0.0 -0.3 -0.2
C 0.0 -0.3 -0.3
C 0.0 0.2 0.0
C -0.6 0.1 -0.3
C 0.0 -0.3 0.1
C -0.1 0.0 -0.1
C 0.0 -0.7 -0.1
C 0.1 0.1 0.1
C 0.1 0.0 0.1
C 0.0 -0.1 -0.2
C -0.3 0.3 0.1
C -0.2 0.0 -0.2
C -0.2 0.0 -0.2
C 0.1 0.2 0.7
H 0.1 0.0 -0.1
H -0.1 0.1 -0.1
H 0.1 -0.1 0.0
H 0.0 0.0 0.1
H 0.0 0.1 0.1
H 0.0 0.0 0.1
H 0.0 0.0 0.0
H 0.0 0.0 0.0
H 0.0 0.0 0.1
H 0.0 0.0 0.0
H 0.0 0.0 -0.1
H 0.0 0.1 0.0
H 0.1 0.0 0.1
H 0.0 0.1 0.1
H -0.2 -0.1 0.0
H 0.0 -0.1 0.2
H 0.0 0.0 -0.1
H 0.1 0.1 -0.1
H 0.1 -0.1 0.1
H 0.0 0.0 0.1
H 0.1 0.1 0.0
H 0.0 0.0 0.1
H -0.1 0.0 -0.1
H 0.0 0.1 0.0
H -0.1 0.0 0.0
H 0.1 0.0 0.0
H 0.1 0.1 0.0
H -0.1 0.0 0.1
H 0.0 0.1 0.0

Formula: C19H29N3O6
Source: the Open Molecules 2025 dataset
Level of theory: wB97M-V/def2-TZVPD

HOMO-LUMO gap	10.09	eV
LUMO level	0.513	eV
SMILES	COCCNC(=O)NC(=O)COC(=O)[C@@]12C[C@@H]3C[C@@H](C[C@@](NC(C)=O)(C3)C1)C2
HOMO energy	-9.576	eV

Each line ends with the Löwdin charge.
Geometry (Å):
O -4.627476 0.844625 0.496931  -0.210
O -3.731826 4.101830 1.756549  0.078
O 4.754628 -4.025982 -0.049801  0.055
O -0.962634 0.946451 -1.361568  0.041
O -0.449267 0.712278 0.799515  0.114
O -0.056618 3.527923 -0.805017  0.102
N -1.744353 3.793373 0.656998  0.191
N -2.616992 2.138568 2.007055  0.089
N 3.354606 -2.598550 1.013319  0.123
C 1.134542 -2.719136 -2.060166  -0.275
C 4.361434 -3.500397 0.969705  -0.536
C 1.723262 0.138418 -1.819861  -0.064
C -1.114492 3.149848 -0.364551  -0.452
C -0.263272 0.421416 -0.362718  -0.412
C 2.618192 -2.103180 -0.146630  -0.411
C 2.086404 -2.017248 -3.026921  -0.108
C 2.773561 -0.858275 -2.306956  -0.273
C -3.673417 1.432108 2.687924  -0.135
C -1.872638 1.983959 -1.012478  -0.035
C -5.756800 1.694654 0.481656  -0.087
C 1.923002 -3.261894 -0.870242  -0.072
C -2.810879 3.364225 1.498676  -0.533
C 0.076176 -1.730476 -1.571676  -0.068
C 4.953287 -3.796051 2.335506  -0.001
C 1.565004 -1.111381 0.345874  -0.047
C -4.273533 0.354048 1.766420  -0.204
C 3.568276 -1.394417 -1.118500  -0.070
C 0.771914 -0.570872 -0.845604  -0.325
H -1.392688 4.722582 0.855711  0.165
H 2.202337 0.981390 -1.317447  0.139
H -3.279790 0.955525 3.588510  0.126
H 0.884172 -1.601653 1.046233  0.138
H 4.074975 -0.576327 -0.601276  0.132
H 2.678148 -3.971853 -1.206922  0.120
H 3.110828 -2.198863 1.905264  0.140
H 1.153558 0.531525 -2.662669  0.133
H 5.376442 -2.889753 2.763296  0.081
H 3.454887 -0.350052 -2.996718  0.145
H -4.430035 2.167434 2.969593  0.120
H -2.269071 2.344766 -1.965474  0.152
H -0.617172 -2.230241 -0.890500  0.135
H 2.835409 -2.725512 -3.384428  0.125
H 1.256195 -3.777808 -0.175105  0.131
H -6.604211 1.223328 0.990877  0.092
H 1.532692 -1.644070 -3.890873  0.122
H 5.736520 -4.540626 2.230617  0.081
H 2.043407 -0.279675 0.868373  0.140
H 0.637681 -3.549820 -2.572216  0.144
H -3.521607 -0.416065 1.570846  0.124
H -6.003731 1.846171 -0.567281  0.093
H -1.802797 1.601609 1.712419  0.105
H 4.323494 -2.104902 -1.454775  0.121
H -5.139430 -0.107320 2.262040  0.123
H -5.546372 2.662882 0.945086  0.075
H 4.184390 -4.175190 3.004972  0.080
H -0.496460 -1.341126 -2.414741  0.130
H -2.691954 1.596121 -0.402037  0.110

Force components x, y, z for each atom (eV/Å):
O 0.1 -0.1 -0.1
O -0.3 0.3 0.1
O 0.2 -0.2 -0.3
O 0.0 0.0 -0.3
O 0.0 0.0 0.1
O 0.2 0.1 -0.2
N -0.1 0.5 0.2
N 0.1 -0.4 0.2
N -0.4 0.4 0.0
C -0.1 -0.2 -0.1
C 0.1 0.0 0.6
C 0.1 -0.1 -0.1
C -0.2 -0.4 -0.1
C 0.2 -0.3 0.1
C 0.2 -0.2 -0.1
C 0.0 0.0 0.0
C 0.1 0.1 -0.1
C -0.3 -0.1 -0.3
C -0.1 0.1 0.1
C 0.0 0.1 0.0
C 0.0 0.0 -0.1
C 0.4 -0.1 -0.1
C 0.0 -0.1 -0.1
C 0.1 -0.1 -0.2
C 0.0 0.0 -0.1
C 0.1 0.1 0.2
C -0.1 0.0 -0.1
C -0.2 0.2 0.1
H -0.1 -0.1 -0.1
H 0.0 0.1 0.0
H -0.1 0.0 0.0
H 0.0 0.0 0.1
H 0.0 0.0 0.1
H 0.0 0.0 0.0
H 0.1 -0.1 0.0
H 0.0 0.1 0.0
H 0.0 0.1 0.1
H 0.0 0.0 0.0
H 0.1 -0.1 0.1
H 0.0 0.0 0.2
H -0.1 0.0 0.0
H 0.0 0.0 -0.1
H 0.0 0.0 0.1
H 0.0 0.0 0.0
H 0.0 0.0 -0.1
H 0.0 0.0 0.0
H 0.0 0.0 0.1
H 0.0 0.1 0.0
H -0.1 0.0 0.1
H -0.1 0.0 0.0
H -0.1 0.2 0.0
H 0.0 0.0 0.0
H 0.1 0.0 0.0
H 0.0 0.0 0.0
H 0.0 0.0 0.1
H -0.1 0.0 0.0
H 0.1 0.1 -0.1